1.
The following is a quantum chemistry calculation of a cluster of 8 separate species, C12H40N4O8 in total, from the OMol25 dataset.

- highest occupied orbital energy (eV) = -8.61
- SMILES = NC(N)=O.NC(N)=O.CCO.CCO.CCO.CCO.CO.CO
- Kohn-Sham gap (eV) = 8.51
- max |F| (eV/Å) = 9.20

Structure (ORCA input):
```
! RIJCOSX wB97M-V def2-TZVPD def2/J DEFGRID3
* xyz 0 1
C -6.438 -18.947 -25.905
C -6.928 -20.321 -25.452
O -8.020 -20.316 -24.528
H -7.127 -18.431 -26.619
H -5.460 -18.984 -26.450
H -6.308 -18.312 -25.033
H -6.129 -20.914 -24.975
H -7.143 -20.906 -26.311
H -8.002 -21.228 -24.099
C -5.842 -23.594 -22.107
C -6.408 -22.400 -22.856
O -7.812 -22.477 -22.849
H -5.673 -23.336 -21.077
H -4.834 -23.703 -22.457
H -6.328 -24.608 -22.223
H -6.122 -22.474 -23.949
H -5.978 -21.501 -22.430
H -8.074 -22.097 -22.056
C -3.004 -24.519 -19.738
C -2.014 -23.511 -19.172
O -2.585 -23.026 -18.012
H -3.993 -24.024 -19.976
H -3.119 -25.305 -19.050
H -2.708 -24.976 -20.702
H -1.724 -22.656 -19.859
H -1.055 -23.944 -18.959
H -2.019 -22.312 -17.668
C -3.863 -20.903 -20.386
C -3.091 -21.126 -21.705
O -1.900 -20.454 -21.485
H -3.269 -21.069 -19.544
H -4.805 -21.467 -20.372
H -4.186 -19.903 -20.278
H -3.506 -20.709 -22.631
H -2.839 -22.193 -21.914
H -1.487 -20.470 -22.345
C -6.591 -18.939 -21.659
O -5.500 -18.971 -22.484
N -6.468 -18.733 -20.403
N -7.783 -19.218 -22.103
H -5.611 -18.268 -20.197
H -7.260 -18.612 -19.720
H -7.821 -19.517 -23.099
H -8.639 -18.823 -21.633
C -8.054 -21.762 -19.572
O -8.319 -22.953 -18.908
N -7.086 -20.996 -19.255
N -8.769 -21.245 -20.515
H -6.342 -21.443 -18.671
H -6.834 -20.174 -19.824
H -9.715 -21.651 -20.749
H -8.365 -20.427 -20.994
C -11.237 -20.862 -22.466
O -11.423 -21.635 -21.300
H -12.197 -20.637 -22.849
H -10.549 -21.243 -23.187
H -10.855 -19.901 -22.168
H -12.163 -21.323 -20.822
C -6.476 -25.794 -19.016
O -7.621 -25.329 -19.598
H -6.454 -25.471 -17.994
H -5.569 -25.459 -19.579
H -6.385 -26.861 -19.078
H -7.736 -24.391 -19.439
*
```

Charge distribution, natural (NBO) scheme, values in e:
1 C -0.64
2 C -0.06
3 O -0.77
4 H 0.20
5 H 0.22
6 H 0.23
7 H 0.17
8 H 0.16
9 H 0.51
10 C -0.63
11 C -0.09
12 O -0.74
13 H 0.20
14 H 0.20
15 H 0.24
16 H 0.17
17 H 0.18
18 H 0.48
19 C -0.63
20 C -0.06
21 O -0.72
22 H 0.21
23 H 0.22
24 H 0.21
25 H 0.16
26 H 0.15
27 H 0.47
28 C -0.62
29 C -0.06
30 O -0.72
31 H 0.22
32 H 0.20
33 H 0.20
34 H 0.18
35 H 0.15
36 H 0.46
37 C 0.75
38 O -0.73
39 N -0.83
40 N -0.86
41 H 0.44
42 H 0.42
43 H 0.47
44 H 0.40
45 C 0.77
46 O -0.78
47 N -0.83
48 N -0.90
49 H 0.42
50 H 0.39
51 H 0.46
52 H 0.39
53 C -0.25
54 O -0.72
55 H 0.18
56 H 0.21
57 H 0.14
58 H 0.48
59 C -0.23
60 O -0.76
61 H 0.16
62 H 0.13
63 H 0.16
64 H 0.50



2.
The following is a quantum chemistry calculation of a cluster of 3 separate species, C12H40N6O4P3 in total, from the OMol25 dataset.

- highest occupied orbital energy (eV) = -10.05
- Kohn-Sham gap (eV) = 6.41
- max |F| (eV/Å) = 6.29

Structure (ORCA input):
```
! RIJCOSX wB97M-V def2-TZVPD def2/J DEFGRID3
* xyz 1 1
O 1.337 2.714 -2.832
P 2.714 2.764 -2.069
O 2.460 3.360 -0.650
H 1.026 3.641 -2.832
H 3.320 1.501 -2.075
H 3.510 3.678 -2.769
H 2.329 2.672 0.036
O 0.122 1.631 1.915
P -1.174 1.940 2.660
N -2.151 2.231 1.290
C -2.955 3.390 0.973
C -2.198 1.205 0.264
N -0.591 3.375 3.438
C -0.838 4.699 2.908
C 0.784 3.282 3.919
N -2.539 1.961 3.704
C -3.758 1.222 3.390
C -2.453 2.367 5.109
H -3.890 3.097 0.485
H -2.421 4.069 0.297
H -3.260 3.945 1.859
H -2.934 0.427 0.510
H -1.230 0.714 0.152
H -2.463 1.614 -0.712
H -0.541 4.791 1.852
H -0.285 5.448 3.475
H -1.887 4.981 3.019
H 1.516 3.466 3.121
H 0.984 2.295 4.337
H 0.952 4.006 4.719
H -4.545 1.911 3.070
H -4.135 0.663 4.248
H -3.600 0.488 2.604
H -2.750 3.412 5.215
H -1.450 2.250 5.508
H -3.104 1.769 5.749
O 2.761 -2.407 -3.773
P 1.628 -3.196 -3.143
N 0.848 -1.879 -2.377
C 0.478 -1.691 -0.999
C 0.492 -0.721 -3.169
N 2.624 -4.138 -2.086
C 2.846 -3.777 -0.702
C 3.877 -4.592 -2.690
N 0.311 -4.242 -2.791
C -1.073 -3.848 -3.040
C 0.477 -5.686 -2.607
H -0.480 -1.165 -0.926
H 1.233 -1.090 -0.474
H 0.332 -2.623 -0.455
H -0.460 -0.855 -3.698
H 1.252 -0.502 -3.924
H 0.403 0.169 -2.539
H 3.191 -2.738 -0.590
H 3.597 -4.426 -0.252
H 1.945 -3.932 -0.104
H 4.653 -3.818 -2.667
H 3.724 -4.884 -3.729
H 4.249 -5.474 -2.163
H -1.576 -3.620 -2.096
H -1.644 -4.632 -3.538
H -1.140 -2.976 -3.687
H 0.539 -5.923 -1.543
H 1.370 -6.060 -3.098
H -0.357 -6.252 -3.026
*
```

Charge distribution, natural (NBO) scheme, values in e:
1 O -0.91
2 P 1.73
3 O -0.94
4 H 0.53
5 H 0.03
6 H -0.01
7 H 0.56
8 O -1.06
9 P 2.26
10 N -0.81
11 C -0.40
12 C -0.41
13 N -0.80
14 C -0.40
15 C -0.40
16 N -0.70
17 C -0.41
18 C -0.41
19 H 0.19
20 H 0.18
21 H 0.21
22 H 0.17
23 H 0.22
24 H 0.19
25 H 0.16
26 H 0.21
27 H 0.20
28 H 0.16
29 H 0.20
30 H 0.20
31 H 0.20
32 H 0.20
33 H 0.21
34 H 0.21
35 H 0.22
36 H 0.20
37 O -1.02
38 P 2.25
39 N -0.82
40 C -0.39
41 C -0.41
42 N -0.81
43 C -0.40
44 C -0.40
45 N -0.71
46 C -0.41
47 C -0.40
48 H 0.18
49 H 0.17
50 H 0.21
51 H 0.18
52 H 0.22
53 H 0.17
54 H 0.16
55 H 0.21
56 H 0.19
57 H 0.18
58 H 0.20
59 H 0.19
60 H 0.20
61 H 0.20
62 H 0.21
63 H 0.21
64 H 0.22
65 H 0.19



no.,LUMO level (Ha)
1,-0.004
2,-0.134